{
  "formula": "C53H47N3O3S4Zr",
  "method": "ωB97M-V with the def2-TZVPD basis set",
  "charge": -2,
  "e_lumo_ev": 4.2,
  "homo_lumo_gap_ev": 4.74,
  "molar_mass_g_mol": 993.47,
  "symbols": ["Zr", "C", "C", "N", "N", "C", "S", "S", "C", "C", "C", "C", "C", "C", "C", "C", "C", "C", "C", "C", "C", "O", "H", "H", "H", "H", "H", "H", "H", "H", "H", "H", "H", "H", "H", "H", "O", "C", "C", "C", "C", "C", "C", "C", "C", "C", "O", "C", "C", "C", "C", "C", "C", "C", "C", "C", "C", "C", "C", "N", "C", "C", "C", "C", "C", "C", "C", "C", "C", "C", "C", "C", "H", "H", "H", "H", "H", "H", "H", "H", "H", "H", "H", "H", "H", "H", "H", "H", "H", "H", "H", "H", "H", "H", "H", "H", "H", "H", "H", "C", "C", "S", "C", "C", "S", "H", "H", "H", "H", "H", "H"],
  "positions_angstrom": [[-0.12, -0.03, -0.09], [3.14, -1.62, -0.78], [2.22, -1.48, 0.38], [0.99, -1.95, 0.31], [0.46, -2.41, 1.51], [-0.67, -2.16, 2.07], [-1.87, -0.98, 1.91], [-0.97, -3.35, 3.44], [0.66, -3.38, 4.25], [0.99, -2.22, 5.17], [2.18, -2.28, 5.88], [2.56, -1.25, 6.73], [1.75, -0.13, 6.86], [0.57, -0.06, 6.15], [0.18, -1.10, 5.32], [2.73, -0.92, 1.64], [3.98, -1.21, 2.16], [4.44, -0.60, 3.31], [3.63, 0.35, 3.93], [2.39, 0.67, 3.43], [1.88, 0.03, 2.28], [0.71, 0.34, 1.81], [2.68, -2.19, -1.59], [4.04, -2.14, -0.45], [3.44, -0.64, -1.17], [1.39, -3.42, 3.44], [0.70, -4.32, 4.80], [2.83, -3.14, 5.76], [3.49, -1.31, 7.28], [2.06, 0.69, 7.50], [-0.06, 0.83, 6.22], [-0.75, -1.04, 4.76], [4.61, -1.94, 1.66], [5.41, -0.85, 3.72], [3.99, 0.86, 4.83], [1.77, 1.42, 3.90], [-1.15, 1.57, 0.14], [-1.58, 2.68, -0.55], [-0.89, 2.79, -1.94], [-1.15, 1.61, -2.83], [-1.94, 1.76, -3.97], [-2.05, 0.71, -4.85], [-1.41, -0.48, -4.55], [-0.71, -0.58, -3.36], [-0.24, -1.91, -2.85], [-1.33, -2.32, -1.79], [-1.44, -1.30, -0.86], [-1.04, -3.67, -1.13], [0.02, -4.49, -1.47], [0.17, -5.73, -0.86], [-0.74, -6.17, 0.08], [-1.81, -5.35, 0.43], [-1.96, -4.11, -0.17], [-2.65, -2.50, -2.56], [-3.65, -1.55, -2.45], [-4.85, -1.68, -3.13], [-5.06, -2.78, -3.95], [-4.06, -3.74, -4.07], [-2.87, -3.61, -3.37], [-0.56, 0.45, -2.52], [-1.26, 3.92, 0.30], [-1.54, 3.83, 1.67], [-1.31, 4.90, 2.51], [-0.79, 6.09, 2.01], [-0.49, 6.18, 0.66], [-0.72, 5.11, -0.19], [-3.11, 2.64, -0.75], [-3.82, 3.75, -1.18], [-5.20, 3.70, -1.32], [-5.89, 2.54, -1.02], [-5.19, 1.42, -0.59], [-3.81, 1.48, -0.44], [-1.21, 3.70, -2.45], [0.19, 2.82, -1.74], [-2.43, 2.70, -4.15], [-2.64, 0.80, -5.76], [-1.49, -1.34, -5.20], [-0.15, -2.63, -3.65], [0.71, -1.77, -2.35], [0.75, -4.16, -2.20], [1.02, -6.36, -1.13], [-0.62, -7.14, 0.55], [-2.52, -5.68, 1.18], [-2.77, -3.45, 0.11], [-3.47, -0.69, -1.82], [-5.62, -0.93, -3.02], [-6.00, -2.90, -4.49], [-4.22, -4.61, -4.70], [-2.11, -4.37, -3.46], [-1.91, 2.89, 2.05], [-1.53, 4.82, 3.57], [-0.60, 6.93, 2.67], [-0.05, 7.09, 0.26], [-0.46, 5.20, -1.23], [-3.29, 4.67, -1.41], [-5.74, 4.58, -1.65], [-6.97, 2.50, -1.13], [-5.72, 0.51, -0.34], [-3.25, 0.62, -0.08], [4.99, 1.54, -3.34], [3.63, 1.26, -2.72], [2.54, 0.33, -3.70], [3.38, 1.73, -1.47], [4.42, 2.51, -0.69], [1.90, 1.59, -0.49], [5.01, 1.14, -4.34], [5.79, 1.07, -2.75], [5.19, 2.62, -3.39], [5.24, 2.86, -1.32], [4.84, 1.89, 0.11], [3.95, 3.37, -0.21]]
}

=====

{
  "formula": "C53H48BrIrN7OP2",
  "method": "ωB97M-V with the def2-TZVPD basis set",
  "charge": 4,
  "e_lumo_ev": [-10.0, -12.2],
  "homo_lumo_gap_ev": [7.90, 5.68],
  "multiplicity": 2,
  "molar_mass_g_mol": 1133.08,
  "symbols": ["Ir", "C", "N", "C", "C", "N", "C", "C", "C", "C", "C", "C", "N", "C", "N", "C", "C", "C", "C", "C", "C", "N", "H", "H", "H", "H", "H", "H", "H", "H", "H", "H", "H", "H", "H", "H", "H", "C", "N", "C", "P", "C", "C", "C", "C", "C", "C", "C", "C", "C", "C", "C", "C", "C", "C", "C", "C", "C", "C", "P", "C", "C", "C", "C", "C", "C", "C", "C", "C", "C", "C", "C", "H", "H", "H", "H", "H", "H", "H", "H", "H", "H", "H", "H", "H", "H", "H", "H", "H", "H", "H", "H", "H", "H", "H", "H", "H", "H", "H", "H", "H", "O", "C", "C", "C", "N", "C", "Br", "C", "H", "H", "H", "H"],
  "positions_angstrom": [[0.16, -0.94, 0.24], [1.43, -2.74, 2.31], [0.09, -2.20, 2.01], [-1.11, -3.10, 2.05], [-1.80, -3.06, 0.72], [-1.42, -2.24, -0.26], [-1.90, -2.83, -1.46], [-1.59, -2.59, -2.80], [-2.20, -3.39, -3.74], [-3.10, -4.41, -3.37], [-3.36, -4.70, -2.05], [-2.71, -3.91, -1.11], [-2.61, -4.02, 0.28], [2.41, -1.71, 1.84], [2.12, -0.74, 0.97], [3.31, -0.03, 0.78], [3.60, 1.09, 0.01], [4.89, 1.59, 0.06], [5.88, 0.98, 0.85], [5.61, -0.13, 1.61], [4.31, -0.62, 1.56], [3.70, -1.68, 2.21], [1.58, -3.69, 1.79], [1.55, -2.92, 3.39], [-0.08, -1.55, 2.77], [-1.76, -2.78, 2.87], [-0.80, -4.12, 2.26], [-0.88, -1.83, -3.09], [-1.98, -3.24, -4.78], [-3.57, -5.00, -4.14], [-4.00, -5.52, -1.76], [-3.00, -4.77, 0.83], [2.85, 1.53, -0.63], [5.15, 2.45, -0.54], [6.88, 1.40, 0.86], [6.37, -0.60, 2.22], [4.14, -2.31, 2.86], [-1.41, 2.12, -0.63], [-0.74, 3.05, 0.25], [-0.40, 2.52, 1.57], [-0.48, 0.68, 1.85], [0.67, 0.59, 3.27], [1.95, 1.16, 3.19], [2.83, 1.05, 4.25], [2.46, 0.37, 5.41], [1.19, -0.20, 5.50], [0.30, -0.08, 4.44], [-2.12, 0.48, 2.60], [-3.12, -0.21, 1.93], [-4.42, -0.25, 2.43], [-4.71, 0.41, 3.62], [-3.72, 1.11, 4.30], [-2.43, 1.15, 3.79], [-0.58, 4.37, -0.02], [-0.14, 5.27, 1.00], [-0.02, 6.60, 0.73], [-0.34, 7.11, -0.54], [-0.77, 6.24, -1.55], [-0.89, 4.90, -1.31], [-0.48, 0.71, -1.49], [-2.00, 0.39, -2.48], [-3.13, -0.07, -1.79], [-4.36, -0.16, -2.42], [-4.50, 0.22, -3.75], [-3.40, 0.72, -4.42], [-2.16, 0.83, -3.79], [0.69, 1.59, -2.56], [0.92, 1.21, -3.89], [1.80, 1.93, -4.68], [2.49, 3.02, -4.16], [2.30, 3.37, -2.84], [1.41, 2.66, -2.04], [-1.92, 2.66, -1.43], [-2.20, 1.63, -0.05], [-1.13, 2.89, 2.29], [0.58, 2.87, 1.87], [2.28, 1.67, 2.30], [3.81, 1.50, 4.18], [3.14, 0.31, 6.25], [0.88, -0.70, 6.41], [-0.70, -0.47, 4.58], [-2.90, -0.71, 1.00], [-5.19, -0.78, 1.90], [-5.72, 0.38, 4.02], [-3.95, 1.62, 5.22], [-1.67, 1.70, 4.34], [0.06, 4.91, 2.00], [0.29, 7.28, 1.52], [-0.25, 8.17, -0.74], [-1.00, 6.63, -2.53], [-1.20, 4.25, -2.11], [-3.06, -0.37, -0.76], [-5.22, -0.52, -1.86], [-5.46, 0.15, -4.24], [-3.50, 1.05, -5.45], [-1.36, 1.27, -4.35], [0.43, 0.34, -4.31], [1.96, 1.62, -5.71], [3.17, 3.57, -4.79], [2.86, 4.20, -2.41], [1.32, 2.94, -1.00], [3.21, -6.00, -2.45], [2.53, -4.99, -1.94], [1.46, -5.10, -1.04], [0.86, -3.95, -0.60], [1.20, -2.68, -0.93], [2.21, -2.62, -1.83], [2.73, -0.97, -2.54], [2.89, -3.70, -2.33], [2.89, -6.87, -2.16], [1.09, -6.06, -0.71], [0.03, -4.06, 0.07], [3.69, -3.57, -3.04]]
}

=====

{
  "formula": "C53H48F8NOP",
  "method": "ωB97M-V with the def2-TZVPD basis set",
  "e_lumo_ev": 0.5,
  "homo_lumo_gap_ev": 9.30,
  "smiles": "C#CPCCC(N)=O.Fc1ccccc1.Fc1ccccc1.Fc1ccccc1.Fc1ccccc1.Fc1ccccc1.Fc1ccccc1.Fc1ccccc1.Fc1ccccc1",
  "molar_mass_g_mol": 897.93,
  "symbols": ["C", "C", "P", "C", "C", "C", "N", "O", "H", "H", "H", "H", "H", "H", "H", "H", "F", "C", "C", "C", "C", "C", "C", "H", "H", "H", "H", "H", "F", "C", "C", "C", "C", "C", "C", "H", "H", "H", "H", "H", "F", "C", "C", "C", "C", "C", "C", "H", "H", "H", "H", "H", "F", "C", "C", "C", "C", "C", "C", "H", "H", "H", "H", "H", "F", "C", "C", "C", "C", "C", "C", "H", "H", "H", "H", "H", "F", "C", "C", "C", "C", "C", "C", "H", "H", "H", "H", "H", "F", "C", "C", "C", "C", "C", "C", "H", "H", "H", "H", "H", "F", "C", "C", "C", "C", "C", "C", "H", "H", "H", "H", "H"],
  "positions_angstrom": [[10.65, 1.53, -0.76], [9.66, 2.20, -0.88], [8.38, 3.39, -0.95], [7.04, 2.52, -0.03], [5.67, 2.60, -0.76], [4.83, 1.40, -0.42], [4.01, 0.88, -1.46], [4.82, 0.94, 0.70], [11.34, 0.74, -0.54], [7.94, 3.26, -2.28], [6.93, 2.94, 0.96], [7.31, 1.48, 0.06], [5.80, 2.69, -1.83], [5.11, 3.45, -0.39], [4.49, 0.13, -1.94], [3.25, 0.42, -0.97], [3.03, -0.63, -3.79], [2.09, -1.51, -3.37], [2.48, -2.78, -2.99], [1.52, -3.66, -2.53], [0.19, -3.26, -2.45], [-0.18, -1.98, -2.85], [0.78, -1.09, -3.31], [3.52, -3.07, -3.06], [1.80, -4.65, -2.22], [-0.56, -3.95, -2.08], [-1.21, -1.67, -2.78], [0.52, -0.08, -3.61], [-1.00, 0.34, -0.84], [-0.57, 0.04, 0.41], [-1.14, 0.68, 1.48], [-0.69, 0.37, 2.76], [0.32, -0.57, 2.94], [0.88, -1.20, 1.84], [0.43, -0.90, 0.56], [-1.92, 1.41, 1.32], [-1.13, 0.86, 3.62], [0.67, -0.80, 3.93], [1.67, -1.92, 1.97], [0.86, -1.39, -0.31], [0.56, 3.04, 6.01], [1.67, 2.27, 6.12], [2.36, 1.93, 4.97], [3.49, 1.14, 5.08], [3.91, 0.70, 6.33], [3.20, 1.05, 7.47], [2.07, 1.85, 7.37], [2.01, 2.28, 4.01], [4.04, 0.87, 4.19], [4.80, 0.08, 6.41], [3.53, 0.71, 8.44], [1.50, 2.14, 8.24], [-6.76, 5.07, -1.28], [-5.66, 4.30, -1.18], [-4.97, 3.97, -2.33], [-3.84, 3.17, -2.22], [-3.42, 2.71, -0.98], [-4.14, 3.05, 0.16], [-5.27, 3.86, 0.06], [-5.32, 4.33, -3.29], [-3.28, 2.91, -3.11], [-2.54, 2.09, -0.90], [-3.83, 2.70, 1.13], [-5.84, 4.14, 0.94], [-8.10, 0.12, 1.58], [-8.85, 1.24, 1.56], [-9.86, 1.38, 2.50], [-10.62, 2.54, 2.49], [-10.38, 3.52, 1.54], [-9.37, 3.36, 0.61], [-8.59, 2.21, 0.62], [-10.03, 0.59, 3.23], [-11.41, 2.66, 3.22], [-10.99, 4.42, 1.54], [-9.18, 4.13, -0.13], [-7.79, 2.07, -0.10], [-7.39, 5.96, 5.26], [-6.21, 6.15, 4.64], [-6.20, 6.37, 3.28], [-4.99, 6.57, 2.64], [-3.80, 6.54, 3.37], [-3.84, 6.30, 4.74], [-5.05, 6.11, 5.39], [-7.14, 6.39, 2.73], [-4.96, 6.76, 1.58], [-2.86, 6.69, 2.87], [-2.92, 6.27, 5.31], [-5.10, 5.93, 6.45], [2.54, -6.17, -4.57], [1.38, -6.27, -5.25], [0.83, -7.51, -5.47], [-0.37, -7.59, -6.17], [-0.98, -6.43, -6.64], [-0.40, -5.20, -6.41], [0.79, -5.11, -5.71], [1.32, -8.39, -5.10], [-0.82, -8.55, -6.35], [-1.91, -6.50, -7.19], [-0.87, -4.30, -6.78], [1.26, -4.15, -5.51], [5.49, -5.25, -0.98], [5.87, -6.28, -1.77], [5.01, -6.73, -2.75], [5.41, -7.78, -3.55], [6.65, -8.38, -3.37], [7.49, -7.92, -2.37], [7.11, -6.86, -1.56], [4.05, -6.25, -2.87], [4.75, -8.14, -4.33], [6.95, -9.21, -4.00], [8.46, -8.38, -2.22], [7.76, -6.48, -0.78]]
}

=====

{
  "formula": "C53H49IrN8P2",
  "method": "ωB97M-V with the def2-TZVPD basis set",
  "charge": 3,
  "e_lumo_ev": [-8.1, -8.1],
  "homo_lumo_gap_ev": [6.01, 7.01],
  "multiplicity": 2,
  "molar_mass_g_mol": 1052.20,
  "symbols": ["Ir", "C", "N", "C", "C", "N", "C", "C", "C", "C", "C", "C", "N", "C", "N", "C", "C", "C", "C", "C", "C", "N", "H", "H", "H", "H", "H", "H", "H", "H", "H", "H", "H", "H", "H", "H", "H", "C", "N", "C", "C", "C", "C", "C", "N", "C", "C", "C", "C", "C", "C", "H", "H", "H", "H", "H", "H", "H", "H", "H", "H", "H", "C", "N", "P", "C", "C", "C", "C", "C", "C", "C", "C", "C", "C", "C", "C", "P", "C", "C", "C", "C", "C", "C", "C", "C", "C", "C", "C", "C", "H", "H", "H", "H", "H", "H", "H", "H", "H", "H", "H", "H", "H", "H", "H", "H", "H", "H", "H", "H", "H", "H", "H"],
  "positions_angstrom": [[-1.91, -1.04, -1.03], [-4.80, -0.52, -0.72], [-3.59, 0.20, -1.20], [-3.66, 0.82, -2.55], [-2.30, 0.76, -3.18], [-1.35, -0.03, -2.72], [-0.37, -0.10, -3.72], [0.74, -0.94, -3.87], [1.47, -0.81, -5.03], [1.12, 0.12, -6.03], [0.00, 0.92, -5.91], [-0.74, 0.77, -4.75], [-1.97, 1.30, -4.37], [-4.36, -1.53, 0.30], [-3.09, -1.87, 0.43], [-3.03, -2.82, 1.45], [-1.95, -3.50, 2.00], [-2.23, -4.39, 3.02], [-3.54, -4.60, 3.48], [-4.61, -3.93, 2.94], [-4.33, -3.03, 1.92], [-5.14, -2.19, 1.16], [-5.27, -1.03, -1.57], [-5.53, 0.17, -0.30], [-3.41, 0.95, -0.53], [-4.06, 1.83, -2.50], [-4.34, 0.23, -3.17], [0.99, -1.68, -3.14], [2.32, -1.45, -5.19], [1.73, 0.18, -6.92], [-0.29, 1.61, -6.70], [-2.54, 1.92, -4.92], [-0.94, -3.34, 1.64], [-1.42, -4.95, 3.48], [-3.71, -5.31, 4.28], [-5.62, -4.09, 3.30], [-6.14, -2.11, 1.24], [1.08, -1.58, -0.47], [-0.19, -2.15, -0.89], [-0.25, -3.30, -1.49], [-1.45, -3.63, -2.12], [-1.96, -4.70, -2.87], [-3.21, -4.30, -3.33], [-3.44, -3.01, -2.86], [-2.38, -2.60, -2.14], [1.39, -1.69, 1.02], [1.75, -2.89, 1.50], [2.35, -3.09, 2.81], [2.32, -2.12, 3.72], [1.55, -0.87, 3.41], [1.68, -0.50, 1.91], [1.10, -0.54, -0.80], [1.89, -2.08, -1.01], [0.63, -3.94, -1.54], [-1.46, -5.64, -3.06], [-3.89, -4.87, -3.94], [-4.30, -2.38, -3.03], [1.68, -3.75, 0.84], [2.83, -4.04, 3.02], [2.76, -2.24, 4.70], [0.49, -1.08, 3.62], [2.74, -0.24, 1.75], [1.61, 3.68, 1.56], [1.71, 2.30, 0.98], [0.90, 1.15, 1.83], [1.00, 1.44, 3.58], [0.17, 2.22, 4.34], [0.19, 2.13, 5.74], [0.99, 1.16, 6.39], [1.79, 0.32, 5.68], [1.91, 0.41, 4.20], [-0.88, 1.19, 1.47], [-1.39, 2.38, 0.92], [-2.74, 2.70, 1.09], [-3.58, 1.84, 1.79], [-3.09, 0.63, 2.27], [-1.75, 0.30, 2.11], [1.88, 2.31, -0.82], [2.87, 3.81, -1.07], [4.13, 4.01, -0.50], [4.85, 5.15, -0.80], [4.34, 6.08, -1.70], [3.10, 5.88, -2.29], [2.36, 4.75, -1.97], [3.16, 1.06, -1.13], [3.28, 0.73, -2.48], [4.28, -0.13, -2.91], [5.17, -0.67, -1.99], [5.08, -0.32, -0.65], [4.09, 0.56, -0.23], [0.92, 3.71, 2.39], [1.25, 4.37, 0.80], [2.59, 4.02, 1.89], [-0.54, 2.90, 3.87], [-0.45, 2.78, 6.32], [0.96, 1.09, 7.46], [2.41, -0.40, 6.19], [2.96, 0.63, 3.96], [-0.73, 3.07, 0.42], [-3.11, 3.64, 0.72], [-4.61, 2.12, 1.98], [-3.73, -0.05, 2.82], [-1.37, -0.62, 2.54], [4.55, 3.27, 0.18], [5.82, 5.31, -0.36], [4.91, 6.96, -1.95], [2.70, 6.60, -2.99], [1.38, 4.59, -2.41], [2.61, 1.18, -3.21], [4.38, -0.37, -3.96], [5.95, -1.34, -2.32], [5.80, -0.70, 0.06], [4.07, 0.88, 0.81]]
}